# C33H41AsBrIrNOSSb

A structure of composition C33H41AsBrIrNOSSb (ωB97M-V/def2-TZVPD, the OMol25 dataset).

```
81
Properties=species:S:1:pos:R:3:mulliken_charge:R:1
Ir 0.759 -1.508 -0.095 0.849
S 0.563 -3.505 -1.432 -0.699
C 1.836 -4.618 -0.932 0.905
C 2.010 -5.829 -1.617 -0.701
C 2.990 -6.723 -1.232 -0.528
C 3.831 -6.446 -0.155 -0.778
C 3.670 -5.257 0.533 -0.211
C 2.684 -4.355 0.148 -0.282
As 2.343 -2.714 1.088 0.785
C 4.113 -1.950 1.312 0.866
C 4.499 -0.963 0.409 -0.656
C 5.780 -0.434 0.455 -0.650
C 6.683 -0.887 1.407 -0.505
C 6.304 -1.873 2.307 -0.835
C 5.023 -2.406 2.258 -0.167
C 1.937 -3.362 2.881 0.480
C 2.312 -2.667 4.027 -0.428
C 1.885 -3.091 5.277 -0.816
C 1.075 -4.212 5.391 -0.490
C 0.701 -4.913 4.253 -0.716
C 1.130 -4.490 3.003 -0.877
H 1.362 -6.056 -2.454 0.435
H 3.104 -7.652 -1.777 0.359
H 4.599 -7.148 0.139 0.399
H 4.316 -5.025 1.372 0.302
H 3.778 -0.612 -0.322 0.299
H 6.074 0.333 -0.250 0.407
H 7.683 -0.474 1.446 0.379
H 7.007 -2.230 3.049 0.412
H 4.736 -3.176 2.965 0.383
H 2.963 -1.804 3.952 0.413
H 2.191 -2.549 6.163 0.406
H 0.741 -4.543 6.366 0.392
H 0.072 -5.790 4.337 0.413
H 0.833 -5.038 2.116 0.450
C 1.340 -0.571 -5.392 -1.403
C 0.433 -0.232 -4.243 0.620
C -0.711 0.542 -4.397 -0.527
C -1.510 0.797 -3.297 -0.545
C -1.144 0.263 -2.074 0.111
Br -2.199 0.695 -0.583 -0.071
N -0.067 -0.502 -1.895 -0.204
C 0.700 -0.724 -2.979 -0.384
H 1.279 0.185 -6.174 0.395
H 1.062 -1.532 -5.828 0.277
H 2.376 -0.646 -5.065 0.371
H -0.975 0.949 -5.366 0.417
H -2.402 1.400 -3.365 0.422
H 1.562 -1.352 -2.807 0.383
C -1.675 5.589 4.401 -1.101
C -2.702 4.576 3.904 -0.812
Sb -2.046 3.559 2.116 0.529
C -2.244 5.290 0.837 -0.875
C -0.902 5.887 0.423 -1.114
C -3.997 2.757 1.661 -1.058
C -4.283 1.450 2.395 -0.889
H -2.014 6.098 5.305 0.363
H -1.481 6.357 3.649 0.252
H -0.721 5.109 4.631 0.288
H -3.650 5.066 3.668 0.387
H -2.905 3.823 4.668 0.419
H -2.856 6.025 1.365 0.409
H -2.811 4.970 -0.041 0.478
H -0.320 6.202 1.292 0.288
H -1.032 6.760 -0.220 0.359
H -0.300 5.158 -0.123 0.277
H -4.050 2.614 0.580 0.512
H -4.730 3.524 1.920 0.512
H -3.573 0.671 2.110 0.035
H -5.285 1.076 2.174 0.340
H -4.214 1.577 3.478 0.333
C -0.710 0.053 3.373 -0.780
O -0.622 -0.259 1.979 -0.016
C 0.579 -0.272 1.357 0.310
C 1.613 0.549 2.075 -1.076
H -0.069 -0.618 3.949 0.189
H -1.749 -0.119 3.644 0.235
H -0.453 1.093 3.575 0.316
H 1.220 1.562 2.208 0.472
H 2.529 0.591 1.496 0.309
H 1.841 0.155 3.070 0.254
```

Output
HOMO-LUMO gap: 6.8 eV
HOMO: -6.364 eV
ΔE to the lowest compared entry with this formula, charge and spin: 0.0 kJ/mol


# C32H36MnN2O8P2S4

A structure of composition C32H36MnN2O8P2S4 in a non-equilibrium geometry (ωB97M-V/def2-TZVPD, the OMol25 dataset).

```
85
Properties=species:S:1:pos:R:3:mulliken_spin:R:1
Mn -0.038 1.381 1.299 4.574
C 2.471 1.344 0.403 0.038
C 1.774 2.309 -0.354 -0.051
C 1.351 3.341 0.527 0.080
C 1.818 3.026 1.831 -0.003
C 2.464 1.765 1.763 0.050
C 3.181 1.046 2.869 0.013
C 1.820 3.947 3.015 0.022
C 0.734 4.639 0.081 -0.013
C 1.629 2.363 -1.847 0.010
C 3.295 0.197 -0.107 0.016
H 4.266 1.200 2.805 0.001
H 2.993 -0.028 2.807 0.000
H 2.842 1.388 3.847 0.001
H 2.661 4.649 2.951 0.001
H 1.911 3.382 3.943 0.001
H 0.895 4.519 3.073 0.000
H 0.717 5.357 0.903 -0.001
H -0.293 4.508 -0.273 0.009
H 1.313 5.078 -0.740 0.001
H 2.111 3.264 -2.246 0.001
H 0.577 2.381 -2.145 0.001
H 2.095 1.495 -2.314 0.000
H 4.364 0.418 0.008 0.001
H 3.099 -0.001 -1.162 -0.001
H 3.079 -0.718 0.445 0.001
O -3.389 3.201 2.673 0.002
P -3.307 1.620 2.357 0.003
O -4.647 1.049 2.137 0.001
O -2.275 1.456 1.242 0.080
O -2.629 1.023 3.711 -0.003
P -1.133 1.633 4.243 0.002
O -0.320 -0.887 4.087 0.008
O -0.753 2.678 3.204 0.029
O -0.168 0.402 3.501 0.019
H -2.450 3.459 2.811 0.001
H -1.252 -1.085 3.897 0.001
O -0.895 0.779 -0.849 0.010
S -2.058 -0.106 -0.527 0.010
C -3.549 0.663 -1.365 0.003
C -3.373 2.128 -1.580 -0.002
C -4.077 3.058 -0.820 0.001
C -3.901 4.416 -1.031 0.000
C -3.004 4.866 -1.990 0.001
C -2.285 3.946 -2.740 0.000
C -2.472 2.586 -2.540 0.002
C -1.903 -1.516 -1.790 0.003
C -1.498 -1.054 -3.136 0.000
C -2.372 -1.056 -4.223 0.001
C -1.974 -0.569 -5.460 0.000
C -0.694 -0.059 -5.628 0.000
C 0.183 -0.042 -4.550 -0.001
C -0.210 -0.540 -3.319 0.001
H -4.369 0.446 -0.679 -0.001
H -3.669 0.144 -2.313 0.001
H -4.751 2.709 -0.048 0.000
H -4.459 5.125 -0.431 0.000
H -2.859 5.928 -2.148 0.000
H -1.570 4.288 -3.478 0.000
H -1.911 1.871 -3.132 -0.001
H -2.863 -2.035 -1.766 0.001
H -1.132 -2.129 -1.326 0.001
H -3.371 -1.462 -4.104 0.000
H -2.663 -0.580 -6.296 0.000
H -0.381 0.319 -6.593 0.000
H 1.178 0.369 -4.671 0.000
H 0.469 -0.526 -2.475 0.003
S -1.313 -6.748 1.982 0.000
C -0.434 -5.373 1.651 0.000
S -1.206 -3.823 1.502 0.001
C 0.390 -3.035 1.161 0.017
N 1.333 -3.917 1.199 0.005
N 0.907 -5.208 1.463 0.000
C 1.951 -6.171 1.477 0.000
C 1.763 -7.538 1.695 0.000
C 2.846 -8.406 1.670 0.000
C 4.131 -7.948 1.434 0.000
C 4.326 -6.589 1.230 0.000
C 3.259 -5.712 1.252 0.000
S 0.528 -1.414 0.772 0.052
H 0.779 -7.925 1.882 0.000
H 2.670 -9.462 1.839 0.000
H 4.967 -8.637 1.408 0.000
H 5.322 -6.203 1.051 0.000
H 3.410 -4.657 1.094 0.000
```

Output
Spin multiplicity: 6
HOMO-LUMO gap (alpha / beta): 5.8 / 6.2 eV
⟨S²⟩: 8.7538
HOMO (alpha / beta): -1.757 / -2.178 eV
Charge: -2


# C14H18CoN4OS4

A structure of composition C14H18CoN4OS4 in a non-equilibrium geometry (ωB97M-V/def2-TZVPD, the OMol25 dataset).

```
42
Properties=species:S:1:pos:R:3:mulliken_spin:R:1
Co 9.958 8.902 7.147 1.894
C 11.450 6.017 7.365 -0.013
C 10.122 5.308 7.513 0.002
N 9.230 6.194 8.187 0.021
C 7.818 5.908 8.230 0.000
C 7.067 7.153 8.590 0.000
C 6.195 7.267 9.645 0.000
C 5.641 8.421 10.062 -0.002
C 5.960 9.561 9.322 -0.002
C 6.899 9.409 8.290 0.000
C 7.227 10.584 7.335 -0.004
N 8.607 10.629 6.997 0.057
C 8.988 9.843 5.828 -0.091
C 10.428 7.635 5.839 -0.077
N 11.433 7.307 6.786 0.108
N 7.559 8.284 8.066 0.029
H 12.175 5.324 6.847 0.001
H 11.840 6.128 8.339 -0.001
H 10.367 4.386 8.033 0.001
H 9.624 5.034 6.600 0.000
H 9.604 6.377 9.095 -0.005
H 7.559 5.172 9.053 0.000
H 7.485 5.575 7.243 0.001
H 5.854 6.423 10.302 0.000
H 5.290 8.650 11.060 0.000
H 5.559 10.577 9.504 0.000
H 6.814 11.529 7.721 0.001
H 6.540 10.444 6.466 -0.001
H 8.974 11.557 7.019 -0.008
H 9.685 10.387 5.147 0.010
H 8.245 9.394 5.169 0.010
H 10.795 7.994 4.860 0.014
H 9.726 6.917 5.497 0.006
H 12.309 7.749 6.634 -0.007
O 14.786 12.073 11.352 0.032
C 13.971 11.522 10.641 0.012
S 13.806 11.881 8.895 0.004
C 12.465 10.705 8.582 0.128
C 11.939 10.009 9.630 0.120
S 10.590 8.974 9.571 0.348
S 12.703 10.331 11.172 0.018
S 11.872 10.518 7.004 0.392
```

Output
Spin multiplicity: 4
HOMO-LUMO gap (alpha / beta): 7.3 / 6.6 eV
⟨S²⟩: 3.7985
HOMO (alpha / beta): -6.866 / -8.142 eV


# C29H65BBrIN3O14P4S

A cluster of 3 separate species, C29H65BBrIN3O14P4S in total in a non-equilibrium geometry (ωB97M-V/def2-TZVPD, the OMol25 dataset).

```
119
Properties=species:S:1:pos:R:3:mulliken_charge:R:1
C 0.421 -5.364 1.602 -1.479
C 0.388 -3.837 1.742 -0.178
C -1.027 -3.363 2.157 -1.012
C -1.651 -2.401 1.136 -0.561
C -1.076 -0.967 1.222 -1.320
C -1.935 0.117 1.909 0.875
Br -2.859 -0.742 3.428 0.020
C -2.837 0.861 0.936 -0.697
C -3.736 0.044 -0.016 -1.423
C -5.229 -0.126 0.309 -1.015
C -5.586 -1.165 1.370 -1.048
I -7.616 -1.794 1.088 0.051
C -3.572 2.013 1.626 -0.020
C -3.721 3.193 0.628 -0.052
C -4.965 4.011 0.931 -1.112
O -6.124 3.189 0.714 -0.339
C -7.210 3.526 1.460 0.112
O -7.542 4.660 1.688 -0.486
N -2.920 2.547 2.854 0.729
P -4.141 2.217 4.216 0.163
O -4.720 3.713 4.434 -0.334
O -3.257 1.953 5.544 -0.593
C -1.655 2.166 3.124 -1.642
N -0.951 2.872 4.026 0.530
S -1.518 4.348 4.697 -0.153
B 0.417 2.520 4.579 0.571
C 0.605 1.308 5.546 -0.828
O 1.490 3.281 4.240 -0.533
N -1.008 1.096 2.564 0.670
P 0.281 1.591 1.353 0.391
C 0.257 3.397 1.196 -0.960
O 1.702 1.277 2.092 -0.701
H -0.344 -5.704 0.903 0.366
H 0.220 -5.839 2.563 0.382
H 1.401 -5.685 1.252 0.282
H 0.645 -3.437 0.759 0.204
H 1.115 -3.532 2.493 0.314
H -0.930 -2.867 3.126 0.293
H -1.701 -4.205 2.321 0.590
H -1.328 -2.783 0.162 0.634
H -2.737 -2.453 1.115 -0.447
H -0.895 -0.637 0.202 0.423
H -0.136 -1.086 1.764 0.459
H -2.119 1.347 0.261 0.729
H -3.725 0.567 -0.975 0.500
H -3.316 -0.936 -0.236 0.681
H -5.678 -0.477 -0.623 0.793
H -5.737 0.817 0.503 0.374
H -4.976 -2.060 1.308 0.384
H -5.574 -0.729 2.363 0.350
H -4.602 1.766 1.882 1.037
H -3.795 2.804 -0.387 0.303
H -2.885 3.881 0.749 -0.045
H -5.014 4.862 0.251 0.485
H -4.950 4.418 1.942 0.372
H -7.776 2.668 1.847 0.442
H -5.590 3.616 4.849 0.375
H -2.687 1.174 5.458 0.370
H -1.930 3.894 5.891 0.182
H 0.786 1.649 6.565 0.395
H 1.482 0.756 5.198 0.268
H -0.225 0.600 5.519 0.216
H 1.355 4.232 4.330 0.312
H 0.888 3.916 1.918 0.270
H 0.683 3.582 0.208 0.510
H -0.752 3.805 1.201 0.208
H 1.623 0.383 2.453 0.344
O -0.025 1.107 -3.399 -0.195
P -0.218 1.445 -4.816 0.599
O -1.653 2.073 -5.114 -0.392
C -2.029 3.321 -4.517 -0.133
C -1.324 4.512 -5.137 -1.045
O -0.433 0.063 -5.615 -0.376
C -0.252 -1.204 -4.982 -0.174
C -1.567 -1.757 -4.472 -1.051
O 0.686 2.171 -5.887 -0.323
C 2.130 2.159 -5.749 -0.212
C 2.715 0.773 -5.918 -0.999
H -1.847 3.281 -3.438 0.112
H -3.104 3.408 -4.670 0.340
H -0.256 4.502 -4.915 0.247
H -1.741 5.442 -4.749 0.417
H -1.433 4.498 -6.221 0.262
H 0.479 -1.134 -4.176 0.236
H 0.166 -1.870 -5.738 0.336
H -2.103 -1.006 -3.888 0.173
H -1.398 -2.636 -3.848 0.356
H -2.212 -2.043 -5.303 0.317
H 2.404 2.583 -4.781 0.275
H 2.505 2.830 -6.518 0.355
H 2.449 0.124 -5.081 0.185
H 3.802 0.833 -5.963 0.426
H 2.343 0.307 -6.829 0.267
O 6.562 -2.903 1.071 -0.759
P 5.805 -2.835 -0.182 0.711
O 4.304 -2.333 0.034 -0.140
C 4.051 -1.028 0.559 0.263
C 4.317 0.076 -0.447 -1.154
O 5.475 -4.340 -0.647 -0.300
C 6.037 -5.470 0.025 -0.308
C 5.088 -6.014 1.074 -1.132
O 6.128 -2.248 -1.615 -0.170
C 7.505 -2.156 -2.061 -0.279
C 8.141 -3.514 -2.263 -1.039
H 4.636 -0.872 1.470 0.360
H 2.995 -1.022 0.834 -0.320
H 5.381 0.161 -0.668 0.362
H 3.975 1.034 -0.053 0.383
H 3.802 -0.131 -1.386 0.313
H 7.000 -5.217 0.468 0.355
H 6.221 -6.224 -0.741 0.363
H 4.721 -5.214 1.718 0.283
H 5.585 -6.762 1.692 0.384
H 4.221 -6.478 0.601 0.257
H 8.077 -1.561 -1.346 0.312
H 7.476 -1.603 -2.997 0.336
H 8.294 -4.028 -1.313 0.252
H 9.113 -3.401 -2.743 0.424
H 7.507 -4.147 -2.883 0.259
```

Output
HOMO-LUMO gap: 8.3 eV
HOMO: -11.392 eV
Charge: +1


# C14H26NOP

An isolated molecule of C14H26NOP (ωB97M-V/def2-TZVPD, the OMol25 dataset).

```
43
Properties=species:S:1:pos:R:3:mulliken_charge:R:1
C -3.907 -1.284 -2.906 -0.864
C -3.532 -2.757 -2.795 -0.436
C -2.723 -3.132 -1.551 -0.894
C -1.567 -2.187 -1.211 -0.958
N -0.761 -1.828 -2.389 -0.347
P 0.348 -0.438 -2.024 0.445
C 1.497 1.045 -1.712 -1.203
C 1.152 1.901 -0.494 0.408
C -0.053 2.802 -0.712 -1.433
O 0.838 1.110 0.657 -0.306
C 1.958 0.449 1.234 -0.884
C 2.110 0.882 2.671 0.586
C 1.028 0.677 3.538 -0.489
C 1.111 1.074 4.864 -0.510
C 2.281 1.674 5.327 -0.382
C 3.361 1.881 4.473 -0.583
C 3.273 1.486 3.141 -0.409
H -3.095 -0.614 -2.653 0.097
H -4.181 -1.067 -3.937 0.319
H -4.782 -1.042 -2.310 0.295
H -4.462 -3.319 -2.754 0.349
H -2.980 -3.078 -3.670 0.301
H -2.278 -4.114 -1.711 0.334
H -3.353 -3.218 -0.666 0.364
H -0.952 -2.689 -0.461 0.505
H -1.959 -1.271 -0.769 0.490
H -0.132 -2.612 -2.557 0.304
H -0.682 0.443 -2.424 -0.093
H 0.556 -0.918 -0.706 -0.111
H 1.234 -0.909 -3.020 -0.031
H 2.531 0.703 -1.635 0.521
H 1.463 1.699 -2.584 0.481
H 2.007 2.530 -0.229 0.420
H -0.372 3.151 0.263 0.376
H -0.870 2.215 -1.120 0.284
H 0.184 3.632 -1.365 0.383
H 1.758 -0.623 1.228 0.353
H 2.863 0.656 0.670 0.487
H 0.127 0.220 3.160 0.349
H 0.265 0.911 5.510 0.388
H 2.345 1.977 6.362 0.364
H 4.266 2.350 4.823 0.382
H 4.085 1.633 2.446 0.347
```

Output
HOMO-LUMO gap: 9.3 eV
SMILES: CCCCN[PH3]C[C@@H](C)OCc1ccccc1
HOMO: -8.465 eV


# C18H51FHfN3O9

A structure of composition C18H51FHfN3O9 in a non-equilibrium geometry (ωB97M-V/def2-TZVPD, the OMol25 dataset).

```
83
Properties=species:S:1:pos:R:3:mulliken_charge:R:1
Hf -1.757 -1.275 1.074 1.655
F -0.205 -0.495 -0.243 0.129
C 1.572 -4.466 1.257 -1.573
C 0.708 -3.562 0.339 1.391
C 0.678 -4.300 -1.025 -1.023
O -0.010 -3.508 -2.000 -0.492
C 0.161 -4.046 -3.325 -0.861
N -0.669 -3.380 1.024 -0.231
H 1.683 -4.022 2.246 0.374
H 2.526 -4.666 0.779 0.501
H 1.016 -5.400 1.395 0.491
H 1.197 -2.595 0.248 -1.276
H 0.224 -5.290 -0.922 0.488
H 1.716 -4.373 -1.350 0.515
H 0.158 -5.133 -3.394 0.379
H 1.102 -3.646 -3.713 0.305
H -0.655 -3.619 -3.912 0.299
H -0.520 -3.929 1.877 0.392
H -1.088 -4.172 0.508 0.416
C 3.130 -0.681 0.405 -1.253
C 3.378 0.741 0.885 0.093
C 3.626 1.641 -0.334 -0.402
O 3.848 2.955 0.076 -0.346
C 3.989 3.859 -1.022 -0.754
N 2.133 1.166 1.603 -0.415
H 3.956 -0.953 -0.270 0.572
H 2.295 -0.819 -0.285 0.020
H 3.234 -1.446 1.178 0.242
H 4.207 0.727 1.590 0.632
H 2.728 1.515 -0.955 0.083
H 4.522 1.246 -0.831 0.390
H 3.639 3.479 -1.977 0.327
H 5.039 4.153 -1.111 0.289
H 3.502 4.793 -0.735 0.276
H 2.298 2.131 1.889 0.349
H 1.419 1.215 0.874 -0.268
C 1.082 3.104 -4.102 -1.677
C 0.545 2.792 -2.761 1.350
C -0.556 3.822 -2.452 -1.166
O -1.096 3.647 -1.143 -0.261
C -1.911 4.717 -0.710 -0.810
N -0.080 1.444 -2.636 -0.541
H 1.874 2.499 -4.548 0.407
H 1.573 4.079 -3.975 0.404
H 0.360 3.277 -4.902 0.385
H 1.325 2.805 -1.997 -0.313
H -1.358 3.766 -3.191 0.474
H -0.118 4.823 -2.526 0.528
H -2.352 4.454 0.245 0.182
H -2.588 5.025 -1.510 0.373
H -1.325 5.618 -0.486 0.325
H -0.295 1.339 -1.650 -0.261
H 0.667 0.773 -2.810 0.296
C -3.805 -0.429 -1.327 -0.774
C -2.716 -1.092 -2.124 -0.103
O -2.141 -2.044 -1.209 -0.434
O -3.200 0.198 -0.140 -0.378
H -4.680 -0.981 -0.983 0.315
H -4.185 0.358 -1.985 0.575
H -1.973 -0.333 -2.384 -0.002
H -3.149 -1.562 -3.006 0.566
H -1.634 -2.741 -1.689 0.248
H -3.567 1.091 -0.212 0.241
C -2.870 1.081 3.309 -0.512
C -2.306 1.943 2.216 -0.772
O -1.251 1.179 1.621 0.165
O -3.354 -0.173 2.749 -0.446
H -3.696 1.653 3.734 0.643
H -2.105 0.917 4.066 0.116
H -1.895 2.871 2.621 0.680
H -3.058 2.300 1.509 0.253
H -0.524 1.796 1.453 0.073
H -4.125 -0.409 3.283 0.330
C 0.331 -1.446 3.750 -0.417
C -0.993 -1.958 4.342 -0.790
O -1.878 -2.459 3.314 -0.402
O 0.080 -0.894 2.445 0.334
H 1.021 -2.288 3.676 0.312
H 0.791 -0.693 4.390 0.513
H -1.478 -1.299 5.062 0.351
H -0.690 -2.833 4.924 0.548
H -2.395 -3.175 3.710 0.308
H 0.919 -0.404 2.195 0.045
```

Output
HOMO-LUMO gap: 5.3 eV
HOMO: -15.948 eV
Charge: +3
ΔE to the lowest compared entry with this formula, charge and spin: 0.0 kJ/mol


# C3H11N5

A cluster of 2 separate species, C3H11N5 in total in a non-equilibrium geometry (ωB97M-V/def2-TZVPD, the OMol25 dataset).

```
19
Properties=species:S:1:pos:R:3:mulliken_spin:R:1
N 0.260 -0.953 -1.151 0.084
C -0.720 -1.692 -1.839 2.189
N -0.443 -2.031 -3.171 -0.258
N -1.926 -1.976 -1.438 -0.436
H 0.126 -0.967 -0.167 -0.046
H 1.179 -1.109 -1.442 -0.901
H 0.182 -1.294 -3.577 -0.197
H -1.362 -2.030 -3.658 0.035
H -2.165 -1.499 -0.582 -0.042
C 0.645 1.748 0.316 0.446
N 0.518 1.946 1.707 -0.591
C 0.572 0.896 2.610 1.175
N -0.124 0.964 3.739 -0.136
H 0.804 2.729 -0.124 -0.357
H 1.491 1.065 0.190 0.146
H -0.242 1.294 -0.129 0.217
H -0.199 2.642 2.049 -0.011
H 1.320 0.135 2.366 -0.291
H 0.084 0.132 4.301 -0.028
```

Output
Spin multiplicity: 2
HOMO-LUMO gap (alpha / beta): 3.2 / 9.4 eV
⟨S²⟩: 0.7504
HOMO (alpha / beta): 0.814 / -5.438 eV
Charge: -1
ΔE to the lowest compared entry with this formula, charge and spin: 48.1 kJ/mol